1.
{
  "formula": "C3H5NSSi",
  "method": "the ωB97M-V functional and the def2-TZVPD basis",
  "elements": ["Si", "C", "N", "C", "C", "S", "H", "H", "H", "H", "H"],
  "xyz": [[2.171151, -0.137449, -0.513502], [0.312538, 0.070233, -0.026050], [-0.607195, -0.393577, -0.795868], [-1.880638, -0.240561, -0.289955], [-1.855010, 0.323463, 0.966757], [-0.280969, 0.556646, 1.542957], [2.511353, 1.235950, 0.033546], [1.882081, -0.632610, -1.923433], [3.056928, -1.075809, 0.319730], [-2.702200, -0.468177, -0.865725], [-2.608041, 0.761892, 1.551542]],
  "forces_ev_per_a": [[-1.25, 0.20, 1.03], [1.52, -1.47, 1.00], [-1.00, -0.12, -1.02], [2.57, 1.35, 2.25], [0.02, -0.50, -0.83], [0.33, 0.45, -0.80], [0.63, -0.37, -1.03], [0.86, 0.65, 0.56], [-0.75, 0.35, -0.62], [-1.67, -0.47, -1.08], [-1.26, -0.06, 0.54]],
  "de_lowest_kj_mol": 21.7,
  "charge": 0,
  "orbital_gap_ev": 9.89,
  "smiles": "[SiH3]c1nccs1",
  "homo_energy_ev": -9.22,
  "lumo_ev": 0.666
}

---

2.
{
  "formula": "C3H5NaO3",
  "method": "the ωB97M-V functional and the def2-TZVPD basis",
  "elements": ["H", "C", "C", "O", "C", "O", "H", "H", "H", "Na", "O", "H"],
  "xyz": [[0.758060, -0.644101, -1.519311], [0.631570, -1.269409, -0.619153], [-0.773206, -1.336401, -0.095610], [-1.505781, -0.210159, -0.462223], [-2.634489, 0.000061, 0.186158], [-3.039991, 1.187570, -0.185087], [1.068924, -2.278509, -0.682304], [-1.340360, -2.269030, -0.080338], [-3.869267, 1.383992, 0.268086], [3.153618, 0.550567, 0.634962], [1.267100, -0.624335, 0.478041], [0.141492, -0.639658, 1.064700]],
  "forces_ev_per_a": [[-0.26, -0.60, 0.10], [-0.11, -0.71, -0.24], [-0.68, 0.51, -1.91], [1.61, -0.28, -0.40], [-1.39, 0.07, 0.92], [0.40, -0.27, -0.23], [-0.29, 0.32, -0.57], [0.08, 0.22, 0.59], [-0.06, -0.11, 0.04], [-0.19, -0.10, 0.07], [-2.70, 0.88, 2.56], [3.61, 0.06, -0.94]],
  "de_lowest_kj_mol": 368.8,
  "charge": 1,
  "orbital_gap_ev": [8.14, 7.24],
  "homo_energy_ev": [-12.61, -12.58],
  "lumo_ev": [-4.477, -5.344],
  "multiplicity": 2
}

---

3.
{
  "formula": "C3H5NaO4",
  "method": "the ωB97M-V functional and the def2-TZVPD basis",
  "elements": ["H", "C", "C", "O", "C", "O", "O", "H", "H", "H", "Na", "O", "H"],
  "xyz": [[-3.246267, -0.354764, 4.294279], [-2.606959, -0.617667, 3.457105], [-1.713987, -1.783676, 3.187693], [-1.078778, -1.405479, 1.958290], [-1.671536, -0.322905, 1.456989], [-1.097106, 0.345604, 0.546879], [-2.464707, 0.269325, 2.411858], [-2.257512, -2.730058, 3.039067], [-0.938804, -1.937896, 3.951626], [-2.285195, 0.184136, -0.437747], [-5.405684, 0.012549, 0.393611], [-3.263585, -0.560609, -0.091296], [-2.956270, -1.374323, -0.505839]],
  "forces_ev_per_a": [[0.34, -0.02, -0.34], [-0.05, -0.18, -0.05], [-0.28, -0.18, 0.57], [-1.17, -0.06, -0.72], [4.32, 3.03, 0.60], [-2.44, -1.66, 1.03], [-0.36, -0.65, -0.94], [0.19, 0.17, 0.04], [-0.11, 0.02, -0.24], [-2.38, -2.10, 2.08], [0.36, -0.01, -0.11], [1.81, 1.88, -1.77], [-0.22, -0.23, -0.16]],
  "de_lowest_kj_mol": 0.0,
  "charge": 1,
  "orbital_gap_ev": [7.04, 10.10],
  "homo_energy_ev": [-11.65, -14.75],
  "lumo_ev": [-4.605, -4.649],
  "multiplicity": 2
}

---

4.
{
  "formula": "C3H5O2",
  "method": "the ωB97M-V functional and the def2-TZVPD basis",
  "elements": ["C", "C", "C", "O", "O", "H", "H", "H", "H", "H"],
  "xyz": [[0.002241, 0.868012, -0.872826], [0.079293, -0.591293, -0.897918], [-0.184608, -0.036647, 1.327854], [-0.193701, -1.079878, 0.316701], [-0.127443, 1.214458, 0.721018], [0.153685, 1.709149, -1.647345], [-0.545232, -1.147474, -1.710819], [1.288288, -0.742898, -1.135934], [-1.189823, -0.266520, 1.780285], [0.717300, 0.073089, 2.118983]],
  "forces_ev_per_a": [[-0.02, 1.16, 5.55], [1.44, 0.27, -2.12], [0.02, -1.37, 2.42], [0.28, 0.11, 1.81], [0.15, -0.32, -8.48], [-0.34, -1.18, 1.57], [1.26, 1.10, 0.98], [-2.13, 0.53, -0.19], [1.17, 0.97, 0.28], [-1.85, -1.28, -1.81]],
  "de_lowest_kj_mol": 406.7,
  "charge": 1,
  "orbital_gap_ev": [7.73, 7.73],
  "homo_energy_ev": [-15.63, -15.63],
  "lumo_ev": [-7.896, -7.895]
}

---

5.
{
  "formula": "C3H5O2S",
  "method": "the ωB97M-V functional and the def2-TZVPD basis",
  "elements": ["O", "C", "O", "C", "C", "S", "H", "H", "H", "H", "H"],
  "xyz": [[-0.698911, 2.739083, -0.037202], [0.061180, 1.774207, -0.234282], [1.233298, 1.746633, -0.645843], [-0.639625, 0.389324, 0.002102], [0.444302, -0.668583, 0.293448], [-0.017197, -2.401255, 0.763343], [-1.457401, 0.341941, 0.716447], [-0.981515, 0.063111, -0.993455], [1.079963, -0.750897, -0.567585], [0.992432, -0.343504, 1.179351], [-0.016522, -2.890063, -0.476325]],
  "forces_ev_per_a": [[0.03, 0.47, 0.08], [-1.07, -0.13, 0.22], [0.34, -0.10, -0.04], [1.13, -1.62, -1.00], [-0.42, 0.23, 1.09], [-0.24, 0.39, -0.15], [0.02, 0.39, 0.02], [-0.60, 0.41, 0.21], [0.55, 0.13, -0.01], [0.38, -0.02, -0.29], [-0.11, -0.16, -0.13]],
  "de_lowest_kj_mol": 23.1,
  "charge": -1,
  "orbital_gap_ev": 7.22,
  "smiles": "O=C([O-])CCS",
  "homo_energy_ev": -4.07,
  "lumo_ev": 3.149
}

---

6.
{
  "formula": "C3H5O2S",
  "method": "the ωB97M-V functional and the def2-TZVPD basis",
  "elements": ["O", "C", "O", "C", "C", "S", "H", "H", "H", "H", "H"],
  "xyz": [[-1.375945, 0.143686, -2.425132], [-1.206654, 0.089429, -1.122976], [-2.102330, -0.432106, -0.291822], [0.275588, -0.117249, -0.760833], [0.590157, -0.597690, 0.647619], [1.702859, 0.474714, 1.664443], [0.800960, -0.771477, -1.462284], [0.530076, 0.942277, -0.746316], [-0.417777, -0.457560, 1.158002], [0.783162, -1.676547, 0.846319], [0.929493, 0.428299, 2.725962]],
  "forces_ev_per_a": [[0.39, 1.44, 3.56], [-3.32, -6.31, -2.40], [2.42, 2.86, -1.62], [0.65, 1.07, 1.09], [-2.60, -0.11, 1.87], [0.35, -0.37, -0.86], [-0.33, 0.79, -0.45], [1.27, -0.02, -0.64], [1.04, -0.22, -0.47], [0.36, 0.77, -0.72], [-0.25, 0.10, 0.63]],
  "de_lowest_kj_mol": 137.0,
  "charge": -1,
  "orbital_gap_ev": 7.32,
  "smiles": "O=C([O-])CCS",
  "homo_energy_ev": -4.10,
  "lumo_ev": 3.226
}

---

7.
{
  "formula": "C3H5O2S2",
  "method": "the ωB97M-V functional and the def2-TZVPD basis",
  "elements": ["C", "C", "O", "O", "C", "S", "S", "H", "H", "H", "H", "H"],
  "xyz": [[-0.425233, 0.187490, -0.866303], [-1.814538, -0.380845, -0.770601], [-2.645309, 0.284382, -0.071560], [-2.161377, -1.444219, -1.300979], [0.257223, 0.392611, 0.497882], [-0.098875, -0.705686, 1.754314], [3.136519, 1.161731, -0.611926], [0.097877, -0.393875, -1.609761], [-0.678723, 1.092589, -1.420814], [1.432957, 0.378502, 0.328862], [0.149115, 1.425616, 0.886725], [0.745244, -1.716389, 1.351222]],
  "forces_ev_per_a": [[-0.14, 0.19, -0.89], [-3.42, -0.49, 1.96], [1.21, 0.81, 0.01], [1.31, -0.69, -1.09], [1.03, 2.28, -2.28], [0.55, -1.86, 1.31], [-1.05, -0.42, 0.60], [0.77, -0.51, 0.33], [0.68, 0.67, 0.51], [0.20, 0.15, -0.36], [-0.44, -0.65, -0.25], [-0.70, 0.52, 0.16]],
  "de_lowest_kj_mol": 417.8,
  "charge": -1,
  "orbital_gap_ev": 3.73,
  "homo_energy_ev": -4.04,
  "lumo_ev": -0.312
}

---

8.
{
  "formula": "C3H5O3",
  "method": "the ωB97M-V functional and the def2-TZVPD basis",
  "elements": ["O", "C", "C", "H", "H", "H", "H", "O", "C", "O", "H"],
  "xyz": [[1.591333, 1.015638, -1.926877], [1.004366, 0.559454, -0.950008], [1.452620, -0.433170, 0.065497], [-0.061844, 0.765512, -0.839247], [1.227696, -1.378314, -0.331210], [0.947562, -0.251006, 1.023429], [2.509067, -0.514050, 0.343704], [-1.949371, -0.541031, -0.508793], [-2.117175, 0.041364, 0.624839], [-1.477974, 0.907647, 1.402355], [-3.126279, -0.172044, 1.096309]],
  "forces_ev_per_a": [[0.26, -0.61, 1.25], [-0.35, 0.55, -1.41], [1.35, 1.05, 1.45], [-0.18, 0.22, 0.18], [-0.86, -1.46, -0.39], [-0.45, -0.20, -0.52], [0.23, 0.53, -0.62], [0.79, 1.69, 2.55], [-0.26, 1.24, 0.91], [-0.74, -2.78, -3.21], [0.22, -0.24, -0.20]],
  "de_lowest_kj_mol": 72.1,
  "charge": -1,
  "orbital_gap_ev": 8.17,
  "homo_energy_ev": -4.08,
  "lumo_ev": 4.093
}